# 1
Density functional theory data (the ωB97M-V functional and the def2-TZVPD basis) for 2 unconnected molecules or ions with the total composition C4H9Br2N3 at a distorted geometry.

Calculated total energy in Eh: -5470.0063
SMILES string: N/C(Br)=C\Br.C/C=N/N
Orbital gap in eV: 8.7

Last column: Mulliken charge in e.
Atoms and positions in Å:
C: -2.0444 -0.3800 -0.0694  0.5098
C: 2.1465 -0.5085 -0.6913  -0.9206
C: 1.7436 0.5220 0.2893  0.0313
C: -1.3604 -0.9156 0.9393  -0.5988
N: -2.0716 -0.8162 -1.3424  -0.4753
N: 0.0699 1.7119 1.1826  -0.5130
N: 0.5456 0.9088 0.2687  0.0985
Br: -3.2595 0.9776 0.2397  -0.1823
Br: -0.2486 -2.4189 0.6270  -0.2007
H: 2.8770 -1.3939 -0.3078  0.2330
H: 1.3452 -0.9735 -1.2651  0.2004
H: 2.8369 0.0573 -1.5085  0.2508
H: 2.6044 1.0102 0.9543  0.2428
H: -1.1981 -1.3008 -1.5197  0.1302
H: -1.4698 -0.6988 1.9445  0.5320
H: -2.4833 -0.3311 -2.1175  0.2314
H: -0.7843 2.2289 0.7796  0.1855
H: 0.7509 2.3206 1.5967  0.2449

# 2
Density functional theory data (the ωB97M-V functional and the def2-TZVPD basis) for 2 unconnected molecules or ions with the total composition C5H12N2O at a distorted geometry.

Calculated total energy in Eh: -382.3829
SMILES string: C/C=C/O.C/N=C\N
Orbital gap in eV: 9.4

Last column: Mulliken charge in e.
Atoms and positions in Å:
C: -0.5803 -0.8646 1.6223  -0.4211
N: -0.0229 -3.0690 -0.3356  -0.5902
C: 0.2854 -3.1274 1.0757  0.1039
N: 0.0061 -2.2244 1.9539  -0.4661
H: -0.0086 -0.0445 2.0591  0.2097
H: -1.6075 -0.7878 1.9634  0.2627
H: -0.5569 -0.7735 0.5000  0.1189
H: 0.8493 -2.9553 -0.8937  0.2170
H: -0.3896 -3.9766 -0.6180  0.2751
H: 0.7755 -4.1130 1.2756  0.3038
C: 0.8463 3.1612 0.0468  -1.0387
C: 0.5969 2.0039 -0.8597  0.0261
C: -0.6150 1.6717 -1.3680  -0.2944
O: -0.6419 0.6058 -2.2834  -0.4948
H: 1.4964 3.8885 -0.4373  0.3132
H: -0.1240 3.6404 0.3217  0.2773
H: 1.3311 2.8356 0.9653  0.2712
H: 1.4522 1.4407 -1.2336  0.3195
H: -1.5086 2.2461 -1.2094  0.2792
H: -1.5839 0.4421 -2.5452  0.3276

# 3
Density functional theory data (the ωB97M-V functional and the def2-TZVPD basis) for a molecular structure, C4H6O2Yb at a distorted geometry.

Calculated total energy in Eh: -1464.7254
Total charge: +1
Orbital gap (alpha / beta) in eV: 6.2 / 6.4
<S²>: 0.797
Multiplicity: 2

Last column: Mulliken charge in e.
Atoms and positions in Å:
H: -2.1219 -1.9684 0.3400  0.0997
O: -2.6072 0.5861 -0.6107  -0.4196
C: -1.5605 0.1137 0.1600  -0.2363
C: -0.2680 0.5154 -0.0071  -0.5011
C: 0.7861 -0.5494 0.2137  -0.7750
C: 2.1806 -0.0847 0.0272  0.3108
O: 2.4721 1.0683 -0.3027  -0.4913
Yb: 0.8634 2.4698 -0.6352  1.1746
H: -2.2600 1.2394 -1.2293  0.2420
H: -1.9433 -0.1215 1.1631  0.5240
H: 0.6955 -1.4255 -0.4684  0.3467
H: 0.7688 -1.0202 1.2185  0.3337
H: 2.9943 -0.8230 0.1309  0.3918

# 4
Density functional theory data (the ωB97M-V functional and the def2-TZVPD basis) for 2 unconnected molecules or ions with the total composition C3H2ClF3 at a distorted geometry.

Calculated total energy in Eh: -875.0616
Orbital gap in eV: 8.2

Last column: Mulliken charge in e.
Atoms and positions in Å:
C: 0.1818 -0.2958 0.2862  0.1669
C: -2.1002 0.0505 -0.9764  0.1604
C: 1.5517 0.3312 0.2525  -0.2678
F: 0.2627 -1.4911 0.7776  -0.1491
F: -2.6811 -1.1752 -1.1938  -0.1422
F: 1.6021 1.5709 -0.2975  -0.2435
Cl: -3.0803 0.8687 0.0617  -0.0172
H: 1.8297 0.4613 1.3035  0.2319
H: 2.4336 -0.3205 -0.2140  0.2606

# 5
Density functional theory data (the ωB97M-V functional and the def2-TZVPD basis) for 2 unconnected molecules or ions with the total composition CH7NS2 at a distorted geometry.

Calculated total energy in Eh: -893.3622
Total charge: -1
Orbital gap (alpha / beta) in eV: 3.0 / 8.2
<S²>: 0.752
Multiplicity: 2

Last column: Mulliken charge in e.
Atoms and positions in Å:
S: -1.4866 0.8605 0.2319  -0.5247
S: -0.9528 -1.0724 -0.0722  -0.6357
H: -1.1334 0.9873 1.4670  0.0863
H: 0.0572 -1.1203 -1.0177  0.0903
C: 2.2093 0.1563 0.5396  -0.7332
N: 2.1619 0.1187 -0.9458  -0.5395
H: 2.6425 1.1109 0.8964  0.2922
H: 1.2516 0.0893 1.0486  0.1531
H: 2.7979 -0.6220 0.8447  0.3543
H: 1.9232 1.1325 -1.1831  0.2212
H: 3.1026 0.0442 -1.2280  0.2357

# 6
Density functional theory data (the ωB97M-V functional and the def2-TZVPD basis) for 3 unconnected molecules or ions with the total composition C32H47N5O7S2.

Calculated total energy in Eh: -2844.1266
SMILES string: CCCCCCN(CCCSC(=S)n1ccnc1)C[C@H](O)OCCOCCC.O=[N+]([O-])c1ccccc1.O=[N+]([O-])c1ccccc1
Orbital gap in eV: 8.3

Last column: Mulliken charge in e.
Atoms and positions in Å:
C: -0.0503 -1.9981 0.0903  -0.7410
C: 0.6444 -2.7042 1.2386  0.1022
C: 1.9219 -3.4624 0.8704  -1.2593
C: 2.9112 -2.7222 -0.0291  -0.2456
C: 3.9672 -1.8409 0.6682  -0.9079
C: 3.4805 -1.0112 1.8513  -0.9488
N: 2.7623 0.2014 1.3716  0.8106
C: 3.7510 1.2473 1.0919  -0.9642
C: 3.3167 2.2696 0.0493  -1.0662
C: 3.3626 1.7164 -1.3876  -0.4273
S: 4.9144 2.3661 -2.1177  -0.0621
C: 4.6358 2.5944 -3.8085  -0.0455
S: 5.4851 3.6793 -4.6507  -0.1798
N: 3.6778 1.7649 -4.4385  0.2757
C: 2.5533 2.1719 -5.1127  -0.1770
C: 1.9778 1.0217 -5.5812  -0.7817
N: 2.7338 -0.0679 -5.2421  -0.3225
C: 3.7232 0.4045 -4.5386  -0.3004
C: 1.8459 0.6810 2.4167  -1.5778
C: 0.7094 1.5920 1.9424  -0.1099
O: 0.9925 2.9141 2.4002  -0.6213
O: -0.4913 1.1431 2.5001  -0.2482
C: -1.5731 2.0310 2.2662  -0.6284
C: -2.9228 1.3626 2.4710  -0.1930
O: -3.1955 0.2781 1.6119  -0.2204
C: -4.3336 0.4771 0.7761  -0.2572
C: -5.2638 -0.7512 0.7283  -0.5708
C: -4.5903 -2.1001 0.9638  -0.8460
H: 0.5705 -1.1988 -0.3152  0.0225
H: -0.2940 -2.6990 -0.7039  0.4121
H: -0.9559 -1.5192 0.4456  0.0265
H: -0.0566 -3.4154 1.6793  0.4801
H: 0.8501 -1.9773 2.0104  -0.1115
H: 1.6405 -4.4019 0.3968  0.4360
H: 2.4142 -3.7242 1.8095  0.3694
H: 2.4023 -2.1107 -0.7698  0.2098
H: 3.4509 -3.4813 -0.5977  0.4115
H: 4.3281 -1.1326 -0.0811  0.1571
H: 4.8422 -2.4273 0.9479  0.4634
H: 4.3490 -0.7132 2.4537  0.4252
H: 2.8480 -1.5791 2.5193  0.7276
H: 4.0304 1.7557 2.0216  0.4513
H: 4.6611 0.7859 0.7057  0.5940
H: 4.0076 3.1100 0.1213  0.7066
H: 2.3332 2.6715 0.2581  -0.0280
H: 3.3674 0.6321 -1.3996  0.1062
H: 2.5437 2.0985 -1.9871  0.5527
H: 2.2733 3.2035 -5.2022  0.4379
H: 1.0808 0.9545 -6.1688  0.4043
H: 4.5183 -0.1762 -4.1063  0.4435
H: 2.3886 1.2352 3.1911  0.1650
H: 1.3704 -0.1509 2.9179  0.6945
H: 0.6413 1.6222 0.8502  0.5224
H: 0.7358 3.5495 1.7294  0.4099
H: -1.5164 2.4788 1.2680  0.2925
H: -1.5239 2.8461 2.9921  0.3521
H: -3.6725 2.1483 2.3771  0.1703
H: -2.9564 0.9961 3.5019  0.2285
H: -4.9143 1.3179 1.1505  0.2600
H: -3.9798 0.6984 -0.2333  0.2246
H: -6.0380 -0.6048 1.4824  0.2932
H: -5.7811 -0.7556 -0.2291  0.3603
H: -4.6050 -2.3710 2.0147  0.2723
H: -5.1375 -2.8757 0.4277  0.3713
H: -3.5786 -2.1119 0.5925  0.0805
C: 2.3015 -4.2627 -4.6747  -0.5217
C: 2.0751 -5.6166 -4.8913  -0.4093
C: 1.3740 -6.0334 -6.0102  -0.4099
C: 0.9169 -5.0757 -6.8955  0.0838
C: 1.1305 -3.7247 -6.6968  -0.5657
C: 1.8279 -3.3136 -5.5706  -0.0611
N: 0.1835 -5.5131 -8.0962  1.0081
O: -0.0092 -6.7035 -8.2372  -0.6119
O: -0.1866 -4.6580 -8.8740  -0.6084
H: 2.8544 -3.9447 -3.8014  0.4557
H: 2.4454 -6.3503 -4.1883  0.3795
H: 1.1879 -7.0807 -6.1926  0.4551
H: 0.7594 -3.0037 -7.4093  0.4554
H: 2.0100 -2.2560 -5.4051  0.4726
C: -5.2853 4.3807 7.6394  -0.4249
C: -6.4070 4.0777 6.8788  -0.4287
C: -6.3344 4.0941 5.4957  -0.4637
C: -5.1285 4.4148 4.9017  0.2624
C: -3.9999 4.7231 5.6376  -0.3296
C: -4.0856 4.7048 7.0199  -0.4665
N: -5.0396 4.4172 3.4323  1.0328
O: -6.0427 4.1540 2.8036  -0.6125
O: -3.9602 4.6695 2.9340  -0.5973
H: -5.3462 4.3629 8.7192  0.3822
H: -7.3403 3.8264 7.3627  0.3716
H: -7.1974 3.8613 4.8910  0.4574
H: -3.0739 4.9714 5.1419  0.4377
H: -3.2139 4.9421 7.6133  0.3746